1.
{
  "formula": "C5H27NO9",
  "method": "wB97M-V/def2-TZVPD",
  "species": ["C", "N", "C", "C", "C", "C", "O", "H", "H", "H", "H", "H", "H", "H", "H", "H", "H", "H", "O", "H", "H", "O", "H", "H", "O", "H", "H", "O", "H", "H", "O", "H", "H", "O", "H", "H", "O", "H", "H", "O", "H", "H"],
  "positions_angstrom": [[1.7917, -2.2850, 1.5015], [1.3712, -0.8766, 1.4449], [0.6891, -0.3452, 2.6205], [-0.4270, 0.6035, 2.1119], [-0.4988, 2.0147, 2.7234], [0.5263, 2.9307, 2.0999], [0.5164, 3.1809, 0.9157], [1.9770, -2.7676, 0.5470], [2.6837, -2.3426, 2.1156], [0.9037, -2.7548, 1.9494], [0.7322, -0.7222, 0.6667], [1.3270, 0.2966, 3.2320], [0.2406, -1.1944, 3.1454], [-0.1651, 0.8661, 1.0846], [-1.4028, 0.1293, 2.1439], [-0.2589, 2.0234, 3.7954], [-1.5274, 2.3727, 2.6962], [1.4093, 3.2643, 2.6729], [2.6365, 1.4218, -0.9394], [2.3258, 1.6709, -0.0596], [2.3316, 0.5056, -0.9834], [1.1711, -0.2469, -2.9017], [1.3334, 0.6402, -2.5397], [0.7505, -0.0211, -3.7406], [-1.1066, 2.0548, -3.3951], [-2.0278, 2.3171, -3.4533], [-0.5373, 2.8076, -3.5686], [-3.8049, 0.2914, 1.7679], [-3.9160, 1.1982, 1.4679], [-3.6676, -0.2348, 0.9746], [-0.0065, -1.5529, -0.8328], [-0.4853, -2.3788, -0.9685], [0.4801, -1.4330, -1.6680], [2.8692, -2.3566, -1.4550], [3.2047, -1.6702, -0.8598], [2.6053, -1.7907, -2.1966], [-2.5899, -0.0186, -1.1272], [-1.6987, -0.0839, -0.7545], [-2.4118, 0.4783, -1.9354], [-2.4849, -3.5860, -1.7164], [-1.8347, -2.9426, -1.4053], [-2.3779, -3.4850, -2.6715]],
  "atomic_forces_ev_per_a": [[-1.275, 0.799, 0.779], [0.621, 0.878, -1.119], [-0.477, 0.512, -0.859], [0.370, 0.400, -0.265], [0.367, -0.126, 1.801], [-0.067, -0.436, -1.120], [-0.025, 0.179, 0.092], [-0.062, 0.478, -0.114], [-0.017, -0.384, 0.293], [0.607, -0.936, 0.292], [0.524, -0.621, 0.339], [0.356, -0.661, 0.413], [0.111, 0.280, 0.654], [-0.370, -0.473, -0.342], [-0.056, 0.055, -0.069], [-0.121, -0.351, 0.015], [0.098, 0.355, -0.531], [-0.271, 0.083, 0.431], [-0.351, -0.399, -0.076], [0.003, 0.273, -0.025], [0.312, 0.000, 0.237], [0.148, 0.600, -0.420], [0.058, -0.099, 0.225], [-0.118, -0.339, -0.038], [0.196, -0.734, 0.077], [0.123, 0.451, -0.143], [-0.318, 0.279, 0.038], [-0.035, -0.023, 0.372], [0.012, -0.117, -0.190], [-0.015, 0.169, -0.278], [-0.587, -0.359, -0.670], [0.576, 0.083, 0.413], [-0.109, 0.277, 0.183], [0.147, 0.884, -0.316], [0.133, -0.423, 0.293], [-0.020, -0.397, -0.260], [0.270, 0.225, -0.086], [-0.017, -0.249, 0.086], [-0.161, -0.057, 0.051], [0.532, 0.219, -0.323], [-0.797, -0.065, 0.131], [-0.292, -0.231, 0.028]],
  "homo_energy_ev": -8.51,
  "energy_ha": -938.5558,
  "smiles": "CNCCCC=O.O.O.O.O.O.O.O.O",
  "de_lowest_kcal_mol": 75.9,
  "charge": 0,
  "gap_ha": 0.3103
}

---

2.
{
  "formula": "C13H34O14V3",
  "method": "wB97M-V/def2-TZVPD",
  "species": ["O", "V", "O", "O", "V", "O", "O", "V", "O", "C", "O", "O", "O", "O", "H", "H", "C", "C", "C", "O", "H", "H", "H", "H", "H", "H", "H", "H", "C", "C", "C", "O", "H", "H", "H", "H", "H", "H", "H", "H", "C", "C", "C", "O", "H", "H", "H", "H", "H", "H", "H", "H", "C", "C", "C", "O", "H", "H", "H", "H", "H", "H", "H", "H"],
  "positions_angstrom": [[-2.3880, -0.7143, 4.0594], [-1.8877, 0.4660, 3.0777], [-2.8464, 1.6990, 2.9369], [2.7704, 2.7011, 1.1259], [1.8559, 2.0683, 2.3009], [1.3158, 3.2277, 3.2920], [2.4047, -2.3992, 1.8675], [1.6121, -1.3977, 2.8471], [0.8517, -2.0436, 4.0806], [0.1682, 0.1556, 1.2017], [1.3838, 0.1503, 1.0079], [-0.2494, -0.6701, 2.0006], [-0.1968, 1.2379, 1.6202], [4.2953, -0.1614, 0.9172], [4.4662, -0.6083, 0.0881], [3.3516, -0.0016, 0.9136], [0.9154, 4.7504, -0.9894], [-0.5788, 4.8235, -1.1597], [-1.3183, 3.8188, -0.2829], [-0.9750, 6.0645, -0.6587], [1.2368, 3.7467, -1.2674], [1.2554, 4.9840, 0.0195], [1.4416, 5.4857, -1.5981], [-0.6706, 4.7608, -2.2441], [-1.3462, 3.9467, 0.7992], [-0.9628, 2.7981, -0.4243], [-2.3710, 3.7872, -0.5636], [-0.8706, 5.9767, 0.2916], [-3.7086, -1.5243, -0.7804], [-3.8822, -0.3709, 0.2724], [-5.2940, -0.2871, 0.8451], [-3.0850, -0.6638, 1.4054], [-4.2005, -1.2920, -1.7249], [-3.9555, -2.5345, -0.4536], [-2.6404, -1.5275, -0.9971], [-3.5794, 0.5682, -0.1907], [-5.9079, 0.2552, 0.1260], [-5.4591, 0.3345, 1.7252], [-5.8301, -1.2322, 0.9312], [-3.3939, -1.5091, 1.7397], [4.0992, 1.2942, -2.7160], [3.5315, -0.1087, -2.3173], [2.8603, -0.7944, -3.3995], [4.5325, -0.9779, -1.7496], [3.1468, 1.6800, -3.0798], [4.8239, 1.3938, -3.5241], [4.4320, 1.9179, -1.8863], [2.7828, -0.0298, -1.5290], [2.7569, -1.8364, -3.0967], [3.4837, -0.6509, -4.2820], [1.8312, -0.4398, -3.4567], [4.4557, -1.8568, -2.1280], [-0.6276, -5.3766, 0.7216], [-0.2524, -3.8937, 0.7976], [0.0340, -3.2134, -0.5600], [-1.2687, -3.2924, 1.4478], [-1.5138, -5.4987, 0.0988], [-0.9734, -5.8630, 1.6337], [0.2798, -5.8890, 0.4019], [0.6655, -3.9233, 1.3847], [0.8241, -3.8559, -0.9485], [0.4056, -2.2285, -0.2772], [-0.8442, -3.0887, -1.1935], [-1.1917, -2.3370, 1.5011]],
  "atomic_forces_ev_per_a": [[0.633, 2.362, -1.039], [-1.955, -1.479, -1.354], [0.406, -1.064, 0.930], [-2.384, -1.084, 3.384], [0.078, 4.083, -3.286], [1.286, -2.600, -1.995], [-2.058, 0.626, 2.377], [-0.075, -1.425, -2.265], [1.301, 0.149, -1.503], [3.690, 3.646, 4.029], [5.990, -1.976, -2.659], [-3.421, -9.969, 2.855], [-4.176, 8.395, -0.208], [-0.372, 0.523, 1.713], [0.342, -0.522, -1.047], [0.019, 0.031, -0.755], [0.897, -0.461, 0.061], [1.216, 0.154, 1.692], [-0.782, -1.616, -1.209], [-0.748, 1.310, -0.560], [0.431, -0.082, -0.025], [-0.216, -0.246, 0.343], [-0.211, -0.101, -0.291], [-1.206, -0.061, 0.122], [0.589, 0.733, 0.035], [0.193, -0.224, -0.198], [-0.124, 0.138, -0.102], [-0.061, 0.451, 0.126], [0.735, 1.215, 0.430], [-2.286, -1.119, -0.669], [-1.274, 0.945, -1.482], [2.954, 0.069, 1.217], [-0.213, -0.050, 0.193], [-0.444, 0.182, 0.293], [0.247, -0.071, -0.250], [0.260, -0.005, 0.393], [-0.111, -0.033, -0.359], [0.713, -0.256, 0.283], [0.452, -0.265, 0.289], [-0.286, -0.113, 0.472], [-1.553, -0.685, 0.501], [1.929, 0.862, 1.765], [-0.658, -0.631, -1.104], [0.486, 0.304, 0.355], [0.145, 0.940, -0.218], [-0.006, -0.740, 0.043], [-0.060, -0.293, 0.135], [-0.035, 0.802, 0.421], [0.076, -0.308, -0.454], [-0.642, -0.469, -0.477], [0.126, 0.260, -0.770], [0.115, -0.024, -0.096], [0.615, -0.177, 0.106], [-3.082, -2.533, -0.650], [0.923, 0.757, 0.819], [-0.186, -0.388, 0.796], [0.256, 0.060, -0.712], [0.376, 0.449, 0.492], [-0.446, -0.370, -0.410], [1.077, 0.578, 0.590], [-0.045, 0.384, -0.508], [0.422, 0.115, -0.628], [-0.026, -0.522, 0.206], [0.164, 1.435, -0.183]],
  "homo_energy_ev": [-13.93, -13.93],
  "energy_ha": -4400.1474,
  "spin_multiplicity": 2,
  "charge": 2,
  "gap_ha": [0.1205, 0.0656]
}

---

3.
{
  "formula": "C4H3NO2",
  "method": "wB97M-V/def2-TZVPD",
  "species": ["C", "C", "N", "C", "O", "C", "O", "H", "H", "H"],
  "positions_angstrom": [[-2.4017, 0.1351, 0.0570], [-1.1979, -0.3086, -0.0449], [-0.0500, -0.7056, -0.2437], [0.8766, 0.2957, 0.1001], [0.5843, 1.2901, 0.7164], [2.3009, -0.1305, -0.2047], [3.2372, 0.5076, 0.1866], [-2.8252, -0.4725, -0.7444], [-2.8999, 0.4828, 0.9533], [2.3845, -1.0787, -0.7715]],
  "atomic_forces_ev_per_a": [[-0.032, -1.051, -0.226], [0.340, 0.003, 0.487], [-0.200, 0.069, 0.572], [0.174, 0.554, 0.270], [0.461, -0.202, -0.332], [0.603, 0.221, 0.074], [-0.260, -0.326, -0.265], [-1.221, 0.753, -0.334], [0.045, -0.153, -0.273], [0.090, 0.132, 0.028]],
  "homo_energy_ev": -9.86,
  "energy_ha": -359.3531,
  "smiles": "C=C=NC(=O)C=O",
  "de_lowest_kcal_mol": 73.6,
  "charge": 0,
  "gap_ha": 0.3291
}

---

4.
{
  "formula": "CH5O2PS",
  "method": "wB97M-V/def2-TZVPD",
  "species": ["C", "O", "O", "P", "S", "H", "H", "H", "H", "H"],
  "positions_angstrom": [[0.2470, 1.3894, -0.4432], [-2.1138, -1.3966, 0.3264], [-0.7992, 0.5527, -0.0982], [-1.0429, -0.7926, -0.7775], [2.3023, -1.5747, 0.1910], [0.3606, 1.8994, -1.4163], [1.1286, 0.7540, -0.4799], [0.4783, 2.0996, 0.3307], [-1.9255, -1.1043, 1.2242], [1.3646, -1.8270, 1.1426]],
  "atomic_forces_ev_per_a": [[3.400, 0.575, -0.597], [1.027, 0.099, -1.267], [-0.980, 2.350, 0.935], [-0.794, -3.102, 0.069], [-1.430, 0.140, -0.019], [-1.523, -0.260, 0.115], [0.478, -0.230, 0.255], [-0.575, 0.284, 0.415], [-0.047, 0.140, 0.264], [0.445, 0.004, -0.169]],
  "homo_energy_ev": [-8.54, -7.53],
  "energy_ha": -931.0486,
  "de_lowest_kcal_mol": 73.0,
  "charge": 0,
  "gap_ha": [0.2797, 0.2062]
}